[1]
Entry from OMol25: a cluster of 6 separate species, C44H70N6O6 in total in a non-equilibrium geometry (wB97M-V/def2-TZVPD).

XYZ file:
```
126
C44H70N6O6 wB97M-V/def2-TZVPD
C -8.301 -18.787 -14.059
N -9.251 -19.032 -12.920
C -8.751 -19.108 -11.669
C -9.574 -19.321 -10.567
C -10.941 -19.180 -10.780
C -11.478 -19.014 -12.074
C -10.586 -18.933 -13.178
C -11.828 -19.017 -9.521
C -13.054 -19.576 -9.510
C -13.884 -19.547 -8.334
N -13.347 -19.079 -7.181
C -12.148 -18.464 -7.156
C -11.337 -18.450 -8.329
C -14.148 -19.018 -5.941
H -7.268 -19.055 -13.837
H -8.305 -17.699 -14.116
H -8.686 -19.282 -14.951
H -7.677 -19.028 -11.598
H -9.211 -19.363 -9.551
H -12.525 -18.827 -12.261
H -11.026 -18.649 -14.123
H -13.441 -19.998 -10.426
H -14.925 -19.835 -8.316
H -11.791 -17.989 -6.254
H -10.366 -17.979 -8.355
H -13.453 -18.961 -5.103
H -14.728 -19.917 -5.730
H -14.719 -18.090 -5.973
C -20.876 -18.213 -13.557
N -20.227 -17.881 -14.825
C -20.969 -17.254 -15.773
C -20.362 -16.870 -17.024
C -19.075 -17.298 -17.284
C -18.344 -17.904 -16.286
C -18.916 -18.168 -15.044
C -18.433 -17.066 -18.603
C -17.095 -16.658 -18.682
C -16.436 -16.476 -19.888
N -17.110 -16.670 -21.033
C -18.442 -17.034 -21.060
C -19.107 -17.275 -19.803
C -16.410 -16.383 -22.343
H -20.153 -18.718 -12.915
H -21.704 -18.892 -13.763
H -21.152 -17.289 -13.049
H -21.972 -16.985 -15.473
H -20.847 -16.315 -17.813
H -17.283 -18.104 -16.312
H -18.324 -18.410 -14.174
H -16.492 -16.526 -17.796
H -15.433 -16.081 -19.948
H -18.960 -17.373 -21.944
H -20.125 -17.623 -19.707
H -15.558 -15.717 -22.208
H -17.268 -15.966 -22.872
H -16.183 -17.323 -22.845
C -22.561 -17.067 -9.480
C -21.635 -18.100 -10.155
C -20.933 -19.050 -9.073
C -19.999 -20.026 -9.977
N -19.317 -21.150 -9.231
C -20.298 -22.149 -8.634
C -19.637 -23.551 -8.811
C -18.374 -23.372 -9.672
C -18.413 -21.934 -10.202
C -18.473 -20.497 -8.099
H -23.162 -17.690 -8.818
H -23.110 -16.605 -10.302
H -22.011 -16.453 -8.767
H -20.888 -17.614 -10.782
H -22.273 -18.646 -10.850
H -21.670 -19.695 -8.594
H -20.364 -18.396 -8.413
H -19.235 -19.432 -10.477
H -20.614 -20.603 -10.667
H -20.633 -22.073 -7.600
H -21.169 -22.133 -9.289
H -19.469 -24.006 -7.835
H -20.303 -24.236 -9.337
H -17.406 -23.526 -9.196
H -18.340 -24.145 -10.440
H -17.432 -21.473 -10.319
H -18.900 -22.010 -11.174
H -17.665 -21.167 -7.807
H -19.154 -20.259 -7.282
H -17.994 -19.623 -8.540
C -9.795 -23.085 -9.848
C -11.294 -23.223 -9.617
C -12.158 -23.791 -10.771
C -12.307 -22.813 -11.974
N -13.501 -23.254 -12.881
C -13.403 -22.485 -14.237
C -14.863 -22.537 -14.703
C -15.675 -22.086 -13.472
C -14.849 -22.652 -12.307
C -13.580 -24.792 -13.137
H -9.387 -24.087 -9.715
H -9.255 -22.492 -9.109
H -9.538 -22.871 -10.885
H -11.529 -22.245 -9.197
H -11.274 -23.870 -8.739
H -13.147 -24.033 -10.382
H -11.670 -24.713 -11.090
H -11.481 -22.826 -12.685
H -12.575 -21.820 -11.613
H -12.707 -22.985 -14.910
H -12.980 -21.498 -14.049
H -15.100 -23.580 -14.911
H -15.067 -21.859 -15.532
H -16.734 -22.333 -13.547
H -15.702 -20.998 -13.414
H -15.415 -23.431 -11.796
H -14.707 -21.879 -11.551
H -14.399 -25.079 -13.796
H -13.836 -25.269 -12.191
H -12.566 -25.063 -13.433
O -14.837 -19.043 -12.018
C -16.017 -18.859 -11.498
O -17.006 -18.972 -12.219
O -16.188 -18.859 -10.295
H -15.344 -19.198 -12.819
O -14.193 -18.168 -17.409
C -14.754 -19.195 -16.865
O -15.104 -19.132 -15.667
O -14.849 -20.246 -17.540
H -14.077 -18.544 -18.285
```

Values from the calculation:
orbital gap (spin up / spin down)	1.349 / 3.696	eV
expectation value of S²	0.77
net charge	+3
molecular weight	779.08	g/mol
spin multiplicity	2
total energy	-2497.53144	Ha

These are the Mulliken partial charges, in e, on atoms 1 to 2: number 1, C, carries -0.884; number 2, N, carries 0.089



[2]
Entry from OMol25: a structure of composition C44H71N4O4P3PtS2 in a non-equilibrium geometry (wB97M-V/def2-TZVPD).

XYZ file:
```
129
C44H71N4O4P3PtS2 wB97M-V/def2-TZVPD
Pt -0.297 1.189 -0.565
C 2.517 -0.089 0.494
P 1.871 0.615 -1.044
C 1.641 -0.841 -2.166
N 2.604 -1.705 -2.298
C 2.334 -2.822 -3.020
C 3.323 -3.829 -3.141
C 3.023 -4.986 -3.789
C 1.736 -5.190 -4.363
C 0.784 -4.222 -4.296
C 1.070 -3.010 -3.623
N 0.122 -2.040 -3.563
C 0.407 -0.987 -2.852
P -0.893 0.258 -2.535
C -2.360 -0.772 -2.383
C -1.169 1.260 -4.061
C -2.498 2.006 -3.847
C -1.234 0.367 -5.301
C -0.043 2.272 -4.218
C 3.337 1.553 -1.769
C 3.399 2.918 -1.059
C 3.240 1.793 -3.277
C 4.607 0.753 -1.447
H 3.225 -0.886 0.260
H 1.684 -0.496 1.061
H 2.998 0.699 1.081
H 4.293 -3.659 -2.686
H 3.764 -5.776 -3.854
H 1.513 -6.132 -4.850
H -0.205 -4.355 -4.716
H -2.506 -1.277 -3.334
H -3.232 -0.178 -2.118
H -2.166 -1.529 -1.611
H -3.354 1.325 -3.855
H -2.636 2.729 -4.658
H -2.501 2.559 -2.901
H -2.064 -0.345 -5.259
H -0.313 -0.202 -5.442
H -1.382 1.003 -6.181
H 0.114 2.866 -3.314
H -0.273 2.948 -5.050
H 0.880 1.753 -4.457
H 2.453 3.461 -1.126
H 4.183 3.529 -1.520
H 3.650 2.796 -0.003
H 2.595 2.641 -3.495
H 2.897 0.922 -3.838
H 4.241 2.040 -3.643
H 4.800 0.704 -0.373
H 5.440 1.289 -1.913
H 4.578 -0.261 -1.844
C 1.864 -6.726 0.285
C 2.041 -5.388 -0.413
C 2.657 -4.341 0.499
O 0.818 -4.941 -1.052
P -0.493 -4.258 -0.410
S -1.959 -4.500 -1.686
S -0.149 -2.354 0.095
O -0.567 -5.228 0.881
C -1.348 -5.177 2.103
C -0.588 -4.406 3.162
C -2.759 -4.674 1.896
H 2.853 -7.144 0.508
H 1.325 -7.423 -0.360
H 1.308 -6.618 1.213
H 2.699 -5.547 -1.263
H 2.046 -4.198 1.395
H 2.735 -3.382 -0.015
H 3.659 -4.669 0.801
H -1.394 -6.221 2.405
H -0.429 -3.377 2.840
H 0.386 -4.868 3.347
H -1.155 -4.407 4.101
H -2.736 -3.641 1.555
H -3.305 -4.728 2.844
H -3.279 -5.261 1.142
N -2.084 6.359 0.209
C -0.704 5.873 0.206
C -0.577 4.569 -0.549
O -1.738 3.908 -0.711
O 0.465 4.122 -0.942
H -2.236 7.049 0.930
H -2.436 4.469 -0.314
H -2.309 6.797 -0.675
H -0.415 5.625 1.229
H 0.036 6.565 -0.183
C 3.760 4.194 2.180
C 2.543 3.483 2.731
C 2.333 3.455 4.112
C 1.204 2.837 4.609
C 0.933 2.813 6.096
C 0.285 2.234 3.742
C 0.473 2.199 2.352
C 1.637 2.865 1.884
N -0.429 1.623 1.464
C -1.768 1.206 1.883
C -2.486 0.765 0.604
C -3.966 0.417 0.847
C -4.027 -0.757 1.825
C -3.309 -0.368 3.127
C -4.015 0.843 3.753
C -4.000 2.018 2.765
C -4.693 1.621 1.454
C -2.551 2.404 2.455
C -1.840 -0.015 2.823
H 3.894 5.168 2.658
H 3.672 4.358 1.106
H 4.672 3.617 2.367
H 3.045 3.929 4.785
H 1.731 3.308 6.652
H 0.851 1.787 6.463
H -0.008 3.318 6.331
H -0.585 1.773 4.190
H 1.785 2.924 0.811
H -1.983 -0.147 0.218
H -2.451 1.606 -0.149
H -4.435 0.135 -0.095
H -3.558 -1.633 1.375
H -5.075 -1.007 2.030
H -3.337 -1.207 3.826
H -3.503 1.135 4.678
H -5.047 0.586 4.018
H -4.519 2.872 3.207
H -4.684 2.469 0.756
H -5.738 1.359 1.641
H -2.061 2.794 3.347
H -2.534 3.205 1.708
H -1.355 -0.851 2.306
H -1.291 0.150 3.751
```

Values from the calculation:
orbital gap	6.048	eV
relative energy (zero: lowest compared OMol25 entry of this formula, charge and spin)	36.8	kcal/mol
molecular weight	1072.21	g/mol
spin multiplicity	1
total energy	-4179.15655	Ha

These are the Mulliken partial charges, in e, on atoms 1 to 2: number 1, Pt, carries 2.818; number 2, C, carries -1.492



[3]
Entry from OMol25: a cluster of 11 separate species, C44H74Cl15N6O3 in total in a non-equilibrium geometry (wB97M-V/def2-TZVPD).

XYZ file:
```
142
C44H74Cl15N6O3 wB97M-V/def2-TZVPD
C -2.818 -0.993 5.815
Cl -3.609 -2.422 5.105
Cl -3.414 0.572 4.953
Cl -1.010 -1.132 5.450
H -2.908 -0.852 6.892
C -0.603 -2.409 -4.869
Cl -1.933 -2.568 -3.638
Cl -0.518 -3.871 -5.866
Cl 0.905 -2.264 -4.049
H -0.758 -1.557 -5.530
C -0.265 0.287 0.593
Cl -0.566 -0.755 -0.840
Cl 1.279 1.014 0.318
Cl -0.291 -0.762 2.074
H -1.082 1.007 0.648
C -2.008 -4.368 0.255
Cl -0.243 -4.407 -0.136
Cl -2.473 -2.989 1.322
Cl -2.407 -5.949 1.109
H -2.638 -4.395 -0.634
C 2.377 0.737 6.410
Cl 2.507 2.195 5.570
Cl 2.318 1.011 8.164
Cl 3.666 -0.357 6.168
H 1.488 0.151 6.176
C 0.155 3.268 -7.683
C 1.432 2.665 -7.151
C 2.394 3.804 -6.898
C 2.005 4.580 -5.571
C 2.170 3.582 -4.430
C 1.314 2.267 -4.555
N 1.368 1.728 -5.975
O 0.482 0.593 -6.208
C 1.995 1.188 -3.651
C -0.109 2.530 -3.932
C 2.034 1.768 -8.332
H 0.354 3.851 -8.583
H -0.483 3.783 -6.965
H -0.488 2.454 -8.016
H 3.419 3.446 -7.002
H 2.506 4.480 -7.746
H 0.990 4.974 -5.617
H 2.568 5.512 -5.530
H 1.862 4.128 -3.539
H 3.202 3.403 -4.127
H 2.183 1.518 -2.629
H 1.272 0.406 -3.420
H 2.897 0.733 -4.059
H -0.640 1.582 -3.845
H -0.125 3.137 -3.027
H -0.736 3.118 -4.603
H 1.362 1.082 -8.847
H 2.867 1.289 -7.818
H 2.507 2.374 -9.104
C -7.974 -0.402 0.034
C -6.773 0.618 -0.145
C -5.822 0.122 0.970
C -4.356 0.845 0.916
C -3.704 0.691 -0.449
C -4.680 1.169 -1.578
N -6.026 0.589 -1.454
O -6.932 0.576 -2.619
C -4.744 2.743 -1.563
C -3.866 0.809 -2.884
C -7.304 1.987 0.219
H -8.702 -0.120 -0.726
H -8.506 -0.487 0.981
H -7.710 -1.417 -0.264
H -6.277 0.247 1.953
H -5.762 -0.966 0.933
H -3.791 0.202 1.590
H -4.526 1.828 1.355
H -3.466 -0.371 -0.522
H -2.821 1.329 -0.435
H -5.593 2.972 -2.207
H -4.810 3.299 -0.628
H -3.842 3.151 -2.019
H -3.696 -0.268 -2.873
H -4.353 1.106 -3.813
H -2.854 1.209 -2.943
H -6.398 2.559 0.419
H -7.890 2.089 1.133
H -7.877 2.462 -0.576
C 2.406 -2.650 2.654
C 2.018 -3.981 3.513
C 0.496 -4.046 3.400
C -0.159 -5.388 3.798
C 0.441 -6.391 2.926
C 1.946 -6.568 2.852
N 2.605 -5.225 2.819
O 4.056 -5.157 2.662
C 2.365 -7.382 4.120
C 2.176 -7.424 1.585
C 2.440 -3.855 4.921
H 3.482 -2.585 2.495
H 1.908 -1.756 3.032
H 2.130 -2.905 1.631
H 0.053 -3.386 4.146
H 0.102 -3.793 2.415
H -1.221 -5.409 3.554
H -0.107 -5.699 4.841
H 0.074 -6.371 1.900
H 0.055 -7.365 3.227
H 1.795 -8.311 4.099
H 3.433 -7.588 4.200
H 1.952 -6.949 5.030
H 2.186 -6.778 0.708
H 3.173 -7.859 1.513
H 1.477 -8.260 1.579
H 2.318 -4.714 5.581
H 2.033 -2.983 5.433
H 3.509 -3.639 4.941
N 0.111 3.433 2.218
C -0.788 3.974 1.242
C -2.049 3.445 1.538
C -1.925 2.718 2.660
C -0.591 2.713 3.093
H 1.119 3.500 2.194
H -0.344 4.642 0.518
H -2.977 3.669 1.033
H -2.593 2.104 3.246
H -0.074 2.090 3.808
N 4.073 5.220 0.700
C 4.476 5.206 2.022
C 3.939 4.227 2.740
C 3.081 3.576 1.812
C 3.152 4.226 0.579
H 4.593 5.734 0.003
H 5.232 5.908 2.341
H 4.069 3.951 3.776
H 2.579 2.631 1.954
H 2.578 3.878 -0.267
N 5.151 1.365 1.173
C 6.357 1.386 1.738
C 6.930 0.162 1.488
C 5.964 -0.750 0.900
C 4.803 0.120 0.679
H 4.459 2.099 1.132
H 6.862 2.244 2.155
H 7.931 -0.035 1.841
H 6.199 -1.721 0.489
H 3.841 -0.029 0.213
```

Values from the calculation:
orbital gap (spin up / spin down)	7.812 / 7.208	eV
expectation value of S²	3.77
molecular weight	1266.91	g/mol
spin multiplicity	4
total energy	-9177.61750	Ha

These are the Mulliken partial charges, in e, on atoms 1 to 2: number 1, C, carries -0.281; number 2, Cl, carries -0.080